{"formula": "C12H14N3", "method": "ωB97M-V with the def2-TZVPD basis set", "charge": 1, "lumo_energy_ev": [-7.0, -6.9], "de_lowest_kj_mol": 561.7, "total_energy_ha": -629.44933, "e_homo_ev": [-11.5, -11.5], "symbols": ["H", "C", "H", "C", "H", "H", "C", "C", "H", "H", "H", "N", "C", "H", "C", "C", "C", "N", "C", "C", "H", "H", "H", "N", "C", "H", "H", "C", "H"], "positions_angstrom": [[-0.553312, 5.059632, 1.732117], [-0.348667, 3.036428, -0.817162], [0.095836, 3.066314, 2.851530], [0.717022, -2.981098, -1.227326], [0.603665, 0.842158, 1.725951], [-1.294332, -0.703268, 1.338460], [0.302921, 0.565161, -0.806140], [-0.340877, 4.201878, 1.218217], [-0.112111, -4.344214, 0.037883], [-0.197473, -1.732749, 1.964911], [-0.674751, 5.142855, -0.681931], [0.620912, -0.984388, 0.317865], [1.464149, -1.892018, -0.305494], [-0.730030, 2.983080, -1.915011], [-0.527181, -1.526997, 1.055826], [-0.567465, 4.205550, -0.160418], [0.264610, 1.855380, 1.221490], [0.347059, -0.111686, -3.234401], [-1.229380, -2.660068, 0.201324], [0.099361, 3.036763, 1.859801], [0.221837, -2.495633, -2.051837], [-1.721967, -3.198041, 0.923249], [1.788028, -2.392839, 0.666435], [-0.356618, -3.596859, -0.499681], [0.053864, 1.834779, -0.194631], [-1.915661, -2.250848, -0.513028], [2.242062, -1.414051, -0.939738], [0.380711, 0.215413, -2.113054], [1.367789, -3.760632, -1.655207]], "forces_ev_per_angstrom": [[-0.25, 2.01, 1.57], [-1.53, -0.79, -3.89], [0.57, 0.07, 4.17], [0.07, 0.24, 1.00], [-0.69, 2.54, -0.98], [1.15, -1.07, -1.04], [-0.76, -1.68, 4.54], [0.42, -2.25, -1.82], [0.92, -2.32, 1.72], [1.85, -1.94, 4.00], [-0.74, -0.07, -0.16], [-1.30, 6.04, -1.45], [0.41, -2.60, -1.36], [1.24, 0.05, 1.81], [-3.11, 2.40, -5.16], [1.33, 0.18, 0.79], [0.87, -2.39, -0.03], [0.17, 0.41, 1.38], [2.08, 0.72, -0.03], [-1.14, 0.60, -2.35], [0.25, 0.57, -0.51], [-1.76, -1.46, 1.41], [0.68, -0.01, -1.48], [-1.01, 2.44, -0.92], [0.68, -2.13, 0.70], [-0.42, 0.61, -0.25], [-0.10, -0.24, 1.07], [0.05, -0.45, -3.13], [0.05, 0.50, 0.40]], "lowdin_charge": [0.101, 0.005, 0.078, -0.163, 0.164, 0.157, 0.118, 0.040, 0.077, 0.068, 0.129, -0.036, -0.191, 0.171, -0.134, -0.028, 0.018, 0.280, -0.145, -0.026, 0.085, 0.092, 0.167, -0.052, -0.181, 0.115, 0.132, -0.172, 0.132]}

{"formula": "C12H14N3", "method": "ωB97M-V with the def2-TZVPD basis set", "charge": 1, "lumo_energy_ev": [-3.9, -3.9], "de_lowest_kj_mol": 63.8, "total_energy_ha": -629.63895, "e_homo_ev": [-11.1, -11.1], "smiles": "C[C@H]1NC(=[NH2+])C=c2[nH]c3c(c21)C=CCC=3", "symbols": ["N", "H", "C", "C", "H", "C", "C", "C", "H", "N", "C", "C", "H", "H", "H", "H", "H", "H", "C", "C", "H", "N", "H", "C", "H", "C", "C", "H", "H"], "positions_angstrom": [[-3.567278, 2.394552, -0.780826], [-1.039873, 1.956517, 1.947526], [1.477171, -1.844460, 0.624411], [-0.251228, -0.087715, -0.114903], [0.988138, 0.676836, -2.977796], [-2.448727, 1.632872, -0.569405], [-1.222360, 1.765584, -1.412189], [-1.337651, -0.021664, 0.977332], [-1.487746, -1.012558, 1.211990], [0.798403, 0.572171, -1.984821], [2.771137, -0.999263, -1.727601], [3.394443, -2.083491, -0.943427], [3.703413, -2.991305, -1.464826], [0.162162, 0.586853, 2.479011], [-3.240214, 0.977885, 1.038810], [-1.517334, 0.464123, 2.918423], [3.237998, -0.711085, -2.553384], [2.949362, -3.430660, 0.871437], [0.930109, -0.801277, -0.142416], [1.628554, -0.360798, -1.373146], [-4.086822, 2.369019, 0.055084], [-2.480226, 0.730801, 0.439337], [-3.284356, 3.203544, -1.284914], [-0.910238, 0.838109, 2.226771], [0.918690, -1.932224, 1.474801], [2.565105, -2.518495, 0.211999], [-0.286380, 0.785415, -1.250446], [-1.332354, 2.509244, -2.101105], [4.361887, -1.499453, -0.533730]], "forces_ev_per_angstrom": [[2.75, -2.02, -0.13], [0.34, -1.98, 0.86], [1.15, 0.11, -1.26], [0.08, -0.28, 1.30], [-0.78, 0.84, 0.34], [2.88, -1.09, -0.92], [-3.74, -1.59, 2.95], [2.42, 3.88, -1.43], [-1.38, -2.06, 0.83], [2.72, -0.60, -1.64], [-3.00, 0.04, 1.95], [1.01, 1.18, 1.68], [0.26, 0.47, -0.51], [-1.16, 0.53, -0.08], [-0.28, -0.80, 0.92], [-2.49, -0.64, 3.60], [2.10, 1.14, -3.59], [-0.81, 2.13, -1.60], [-0.89, 1.95, -2.50], [0.28, -2.38, 1.50], [-1.46, 1.17, 0.51], [-0.93, 0.36, -1.60], [-0.85, 1.09, -0.05], [3.42, 1.11, -4.06], [-0.86, -1.51, 2.49], [0.78, -1.52, 2.56], [-0.47, 0.70, 0.60], [0.46, 1.53, -2.17], [-1.58, -1.76, -0.55]], "lowdin_charge": [0.195, 0.129, -0.029, -0.037, 0.189, -0.267, 0.074, -0.217, 0.122, 0.154, 0.017, -0.160, 0.129, 0.107, 0.142, 0.022, 0.075, 0.165, -0.083, -0.149, 0.101, 0.097, 0.114, 0.006, 0.090, -0.041, -0.215, 0.077, 0.195]}

{"formula": "C12H14N4O2", "method": "ωB97M-V with the def2-TZVPD basis set", "charge": 0, "lumo_energy_ev": -1.5, "de_lowest_kj_mol": 633.8, "total_energy_ha": -834.96333, "e_homo_ev": -7.6, "smiles": "N#Cc1ccc(/C=C/[N+](=O)[O-])cc1.C=NN(C)C", "symbols": ["C", "C", "N", "H", "H", "H", "C", "O", "C", "C", "H", "H", "H", "H", "C", "H", "C", "N", "C", "H", "C", "N", "H", "C", "H", "C", "H", "C", "N", "H", "H", "O"], "positions_angstrom": [[0.450223, 0.136359, 1.850818], [-0.348676, -2.167278, 3.219015], [-0.142575, -0.174063, -2.737757], [1.653053, -2.843588, 2.927602], [0.434000, -2.149094, -2.367412], [-1.837393, -0.108650, -4.621557], [-0.752097, -3.320303, 3.905523], [0.154670, 4.591130, 0.163545], [0.168734, 2.410552, 0.909027], [1.345380, -0.908426, 2.079255], [2.357457, -0.821238, 1.722788], [1.317026, 1.185594, -3.420029], [-0.356184, 1.693646, -3.676636], [-3.286969, -0.576377, -3.575766], [0.318942, 1.189919, -2.987822], [0.340903, 1.746280, -2.053314], [0.798855, -1.139182, -2.181781], [0.740376, 3.501294, 0.164172], [-0.852603, 0.001824, 2.321951], [1.890817, 1.296051, 0.737234], [0.954211, -2.040686, 2.751623], [-1.086898, -4.275685, 4.475604], [-1.559948, 0.792042, 2.149828], [-1.246025, -1.130340, 2.995375], [1.776591, -1.031870, -2.647049], [-2.244998, -0.340881, -3.658723], [0.892338, -0.993301, -1.107381], [0.887776, 1.314946, 1.126667], [-1.480100, -0.446468, -2.654199], [-2.256897, -1.223861, 3.357812], [-0.830441, 2.528638, 1.274000], [1.800453, 3.303018, -0.442412]], "forces_ev_per_angstrom": [[-0.24, -0.35, 0.25], [0.47, 1.13, -0.69], [1.43, 0.21, -2.09], [0.10, -0.06, -0.01], [0.03, 0.05, 0.02], [0.12, 0.47, -0.75], [-0.83, -2.40, 1.42], [0.36, -1.53, 0.21], [0.07, -0.66, 0.24], [0.00, 0.36, -0.18], [0.22, 0.00, -0.08], [0.04, -0.06, -0.02], [0.04, 0.01, -0.01], [-0.34, -0.06, 0.28], [-0.60, -0.65, 0.13], [0.14, 0.35, 0.18], [-1.17, 0.53, 0.32], [0.80, 1.47, -0.95], [0.09, 0.02, -0.04], [0.26, 0.02, -0.14], [0.12, -0.41, 0.18], [0.44, 1.26, -0.75], [-0.26, 0.09, 0.01], [-0.35, 0.02, 0.12], [-0.06, 0.15, -0.10], [1.17, 0.24, 0.18], [0.27, -0.18, 0.46], [0.21, 0.33, -0.23], [-1.07, -1.06, 1.42], [-0.14, 0.00, 0.02], [-0.23, 0.57, -0.11], [-1.09, 0.14, 0.69]], "lowdin_charge": [-0.207, -0.234, -0.316, 0.125, 0.078, 0.065, -0.181, 0.067, -0.001, -0.016, 0.120, 0.083, 0.074, 0.055, -0.057, 0.051, -0.064, -0.378, -0.003, 0.124, -0.010, 0.171, 0.110, -0.004, 0.080, -0.039, 0.056, 0.007, -0.040, 0.125, 0.120, 0.040]}